1) The molecule C6H15NO, computed with wB97M-V/def2-TZVPD.

The structure (SMILES) is CC(C)CNCCO. The calculation puts the HOMO-LUMO gap at 9.74 eV. Its total charge is 0. The value obtained for the HOMO energy is -8.70 eV.

Last column: Löwdin charge in e.
Atoms and positions in Å:
C: -0.929 2.201 -0.323  -0.0574
C: 0.379 1.442 0.136  -0.4137
C: 1.348 2.520 0.640  -0.0970
C: 0.063 0.395 1.261  -0.1982
N: -0.735 -0.723 0.783  -0.0540
C: 0.035 -1.924 0.438  -0.2325
C: -0.255 -2.576 -0.895  -0.2155
O: -0.108 -1.602 -1.958  -0.0882
H: -0.608 2.949 -1.042  0.0728
H: -1.174 2.770 0.574  0.0727
H: -1.692 1.467 -0.549  0.0659
H: 0.832 1.012 -0.763  0.1139
H: 2.344 2.114 0.830  0.0758
H: 0.995 2.936 1.575  0.0745
H: 1.432 3.322 -0.101  0.0774
H: 1.029 0.111 1.671  0.1141
H: -0.577 0.993 1.926  0.1164
H: -1.270 -0.468 -0.028  0.0792
H: 1.100 -1.888 0.661  0.1118
H: -0.233 -2.665 1.219  0.1137
H: -1.282 -2.916 -1.003  0.1164
H: 0.455 -3.369 -1.077  0.1083
H: 0.362 -0.827 -1.652  0.0436

2) A cluster of 2 separate species, C6H15NO in total, computed with wB97M-V/def2-TZVPD.

The structure (SMILES) is C/C=C/CCCN.O. The calculation puts the HOMO-LUMO gap at 9.48 eV. Its total charge is 0. The value obtained for the HOMO energy is -8.95 eV.

Last column: Löwdin charge in e.
Atoms and positions in Å:
C: -3.041 -0.324 0.360  -0.1199
C: -1.604 -0.536 -0.012  -0.1747
C: -0.615 -1.046 0.797  -0.0947
C: 0.842 -1.181 0.229  -0.1768
C: 1.832 -0.012 0.470  -0.2086
C: 1.263 1.415 0.730  -0.2701
N: 1.168 1.662 2.198  -0.0261
H: -3.208 -0.092 1.446  0.0854
H: -3.413 0.556 -0.227  0.0710
H: -3.856 -0.994 -0.059  0.0851
H: -1.292 -0.346 -0.965  0.0515
H: -0.756 -1.410 1.825  0.1034
H: 0.653 -1.110 -0.896  0.1059
H: 1.231 -2.138 0.430  0.0785
H: 2.467 0.258 -0.388  0.0978
H: 2.514 -0.269 1.274  0.0917
H: 1.990 2.219 0.382  0.1187
H: 0.225 1.545 0.334  0.1036
H: 2.027 1.413 2.591  0.0232
H: 0.485 0.982 2.561  0.0602
O: 0.790 -0.270 -4.523  -0.1035
H: 0.285 -0.450 -3.628  0.0806
H: 0.014 0.128 -4.929  0.0180

3) A cluster of 2 separate species, C6H15NO in total, computed with wB97M-V/def2-TZVPD.

The calculation puts the HOMO-LUMO gap at 4.81 eV. Its total charge is 0. The value obtained for the HOMO energy is -8.04 eV.

Last column: Löwdin charge in e.
Atoms and positions in Å:
C: -2.366 -0.752 0.878  -0.0569
O: 1.616 -1.738 0.840  -0.3208
C: -1.664 0.376 0.163  -0.4587
C: -0.168 0.549 0.586  -0.1089
C: 0.815 0.884 -0.540  -0.4376
C: 2.148 1.296 0.070  -0.0666
C: 0.931 -0.357 -1.373  -0.0453
N: -1.623 0.287 -1.219  0.2045
H: -2.439 -0.535 1.940  0.0861
H: -3.359 -0.969 0.468  0.0834
H: 1.200 -2.558 1.130  -0.0447
H: -2.208 1.312 0.393  0.1710
H: 0.219 -0.447 0.915  0.0943
H: -0.094 1.235 1.421  0.1210
H: -0.005 -0.717 -1.858  0.0883
H: 2.621 0.440 0.551  0.0714
H: 2.070 2.035 0.875  0.0798
H: 2.828 1.679 -0.698  0.0819
H: 0.395 1.727 -1.083  0.1341
H: 1.651 -0.260 -2.188  0.0953
H: 1.159 -1.162 -0.576  0.0581
H: -1.779 -1.672 0.790  0.0877
H: -1.947 -0.653 -1.482  0.0825

Stability check: which of them is most stable? 1).